(1)
34
Properties=species:S:1:pos:R:3:forces:R:3:mulliken_charge:R:1 method="wB97M-V/def2-TZVPD" homo_lumo_gap_ev="7.227 / 6.358" relative_energy_kj_mol=382.5 total_energy_ha=-796.64415 charge=0
C 4.44348 -0.27700 -0.28462 1.35 -1.65 2.55 -0.2810
C 3.46128 -0.00589 -1.20619 2.40 -0.07 -0.02 -0.9649
C 4.21656 -0.46339 1.10651 0.83 -1.29 0.34 -0.4518
C 2.21612 0.14189 -0.72986 -2.10 0.73 -1.23 0.2600
C 2.91400 -0.29894 1.56678 -0.76 -0.26 0.78 -0.1844
C 1.93528 -0.00561 0.63747 -2.33 1.76 -1.47 0.4119
C -3.43314 -1.23441 0.85081 -1.24 1.59 1.44 -0.9784
C -2.46892 -1.57060 -0.01432 0.55 -1.73 1.59 0.1797
C -0.13629 -2.80181 -0.39500 -1.57 -0.27 0.47 -0.9940
C -1.33971 1.42457 -1.45637 1.03 -0.30 -2.07 -1.0210
C -0.51433 3.10157 0.29595 -3.06 -0.02 -0.45 -1.6455
C -1.34931 -2.31793 0.49242 1.55 0.79 0.23 -0.4889
C -1.08359 1.67862 0.03595 0.76 -0.90 -0.84 0.6632
Si 0.10689 0.46268 0.98739 -0.41 -1.79 -0.99 0.2824
H 5.43106 -0.64900 -0.50472 0.30 0.55 -0.93 0.2901
H 3.79835 0.08627 -2.22481 -0.50 0.04 -0.37 0.4145
H 5.06484 -0.96513 1.76590 -1.87 1.54 -1.39 0.2338
H 1.46340 0.42759 -1.53302 0.46 -0.49 1.54 -0.0996
H 2.47564 -0.43547 2.58259 1.25 0.04 -0.50 0.3030
H -4.25105 -0.63697 0.46547 -0.29 -0.17 0.09 0.3279
H -3.38149 -1.24061 1.98335 0.22 -0.42 -1.57 0.2476
H -2.70395 -1.39186 -1.03921 0.51 0.01 -0.74 0.5252
H 0.04335 -2.10541 -1.22138 -0.39 -0.13 -0.02 0.2463
H 0.81272 -2.79516 0.13809 -0.15 -0.31 0.30 0.2777
H -0.34674 -3.82707 -0.82416 0.35 0.97 0.46 0.3452
H -0.33483 1.38275 -2.03681 -1.69 0.20 0.71 0.2215
H -1.88577 0.45482 -1.71754 0.78 1.32 0.68 0.0208
H -1.95180 2.26617 -1.91109 0.71 -0.86 0.55 0.3928
H 0.03146 3.15512 1.18062 1.23 0.06 1.47 0.5239
H -1.42265 3.69330 0.51436 0.47 0.33 -0.27 0.3949
H 0.01622 3.58562 -0.50757 0.24 -0.26 -0.45 0.3134
H -1.47061 -2.57786 1.61685 0.64 0.23 -2.18 0.2094
H -2.11804 1.50265 0.40251 0.85 0.36 0.88 0.2771
H -0.00794 0.79109 2.35887 -0.11 0.41 1.40 -0.2525

(2)
55
Properties=species:S:1:pos:R:3:forces:R:3:mulliken_charge:R:1 method="wB97M-V/def2-TZVPD" homo_lumo_gap_ev=5.975 relative_energy_kj_mol=2214.4 total_energy_ha=-40214.55514 charge=0
C 0.44282 3.74098 -0.63685 -1.62 3.82 1.05 0.8743
Br 0.39074 5.14784 -2.12026 -0.49 4.39 9.70 -0.1417
Br -1.37398 3.50651 0.13667 4.66 4.11 1.60 0.0259
Br 1.64699 4.19537 0.89373 -0.74 0.73 -1.10 -0.0590
H 0.81076 2.77601 -0.98549 -0.68 1.13 -0.45 -0.7047
C -1.67273 0.89672 -0.80275 -1.47 -2.16 -0.55 1.6993
Br -0.99619 -0.79869 -0.05026 -10.01 -5.50 -6.25 -0.2626
Br -2.96859 1.66431 0.51786 -1.20 -2.87 0.37 -0.3605
Br -2.50860 0.35659 -2.56704 1.30 -0.45 2.33 0.1991
H -0.86487 1.62081 -0.90833 -0.68 -0.29 -0.20 -1.9112
C -0.69744 2.57946 -3.53466 -2.07 1.86 -1.65 1.6418
Br -1.39750 1.59148 -5.14614 0.67 1.18 0.00 -0.1095
Br -2.15001 3.48827 -2.58084 -0.87 0.27 -2.90 -0.0071
Br 0.68833 3.87085 -4.03409 0.86 -6.64 -8.14 -0.0851
H -0.42107 1.75178 -2.88147 -0.75 1.90 -0.69 -1.9031
C 0.16958 -1.25800 -2.54803 1.21 -0.43 -2.03 0.3090
Br -0.01328 -1.83994 -4.43465 0.29 -0.29 0.99 -0.0174
Br 0.88568 0.58369 -2.62239 1.87 -5.21 -1.08 0.3423
Br 1.28686 -2.50422 -1.36239 -2.21 -1.10 -4.70 0.0791
H -0.85065 -1.18522 -2.17131 0.64 -0.56 -0.19 -0.1341
C -5.42704 0.25007 -0.58708 -1.75 -0.65 -0.78 1.3745
Br -5.37160 0.97145 -2.44138 -1.97 0.12 1.37 -0.0738
Br -5.34965 -1.72518 -0.65953 -0.20 1.02 0.16 -0.0622
Br -7.10072 0.93210 0.42757 1.78 -0.70 -1.01 -0.0954
H -4.53081 0.57121 -0.05629 -1.03 -0.31 -0.30 -1.1471
C 3.81623 0.32900 1.81729 0.68 0.66 0.42 -0.7989
C 4.13236 -0.28205 0.44948 0.04 -0.05 -0.80 -0.9494
C 2.85702 -0.60726 -0.30169 -0.05 1.69 1.84 -0.0048
S 1.76105 0.82213 0.10188 3.62 0.93 2.54 0.8763
O 0.38053 0.37282 0.23821 7.67 7.11 2.11 0.5898
O 1.96310 1.90551 -0.83183 3.02 -0.52 0.40 -0.9373
C 2.57186 1.22666 1.83515 1.26 0.87 -1.84 -0.4157
H 4.71396 0.90364 2.04530 -0.12 0.22 0.32 0.3596
H 3.73308 -0.39661 2.62641 -0.13 -0.34 -0.25 0.3490
H 4.72820 -1.19374 0.49300 0.03 -0.02 0.33 0.4273
H 4.72955 0.41033 -0.14390 -0.02 0.19 0.01 0.4227
H 2.31312 -1.36667 0.26006 0.91 0.33 -0.17 -0.0733
H 2.91109 -0.79235 -1.37450 0.27 0.37 0.54 0.7205
H 1.83186 0.79457 2.50879 1.60 2.60 -0.17 0.2741
H 2.69896 2.29548 2.00708 0.41 -0.40 -0.82 0.4858
C -1.82728 -2.78653 2.03124 0.62 1.00 -0.31 -0.5695
C -0.74593 -3.41464 1.12221 0.90 -0.51 0.92 -0.9302
C 0.65055 -2.80520 1.46192 0.93 0.49 0.58 1.0999
S 0.51171 -1.56314 2.79738 -4.40 -3.13 1.06 0.8504
O 1.15882 -0.31456 2.48934 -2.01 -4.17 1.09 -0.5599
O 0.65371 -2.15892 4.11474 0.82 0.27 -0.67 -0.7579
C -1.28657 -1.39100 2.46421 0.45 -0.29 2.54 -0.7380
H -2.06294 -3.43497 2.87510 0.17 0.22 0.07 0.3746
H -2.70992 -2.70079 1.39745 -0.23 0.31 0.33 0.2311
H -0.97139 -3.27947 0.06438 0.11 0.20 0.09 0.3464
H -0.76003 -4.49621 1.25681 0.27 0.00 0.12 0.5050
H 1.04585 -2.22224 0.63007 -0.75 -0.18 0.97 -1.9856
H 1.50611 -3.43443 1.70724 -0.38 -0.60 0.29 0.6644
H -1.22674 -0.66787 1.65082 -1.03 -0.28 2.78 0.0554
H -1.70496 -0.93592 3.36196 -0.15 -0.33 0.16 0.6173

(3)
40
Properties=species:S:1:pos:R:3:forces:R:3:mulliken_charge:R:1 method="wB97M-V/def2-TZVPD" homo_lumo_gap_ev="7.502 / 7.600" relative_energy_kj_mol=2.0 total_energy_ha=-3302.17835 spin_multiplicity=3 charge=+2
Tm -0.47950 -0.93046 0.10177 -0.14 0.99 -0.38 0.6339
C -1.85241 2.55403 -0.32398 -0.17 0.14 0.06 -0.4121
C -2.28671 2.44199 1.12972 -0.01 0.29 -0.01 -0.9329
S -2.30695 0.75417 1.77276 -0.04 -0.38 -0.16 0.0273
C -1.45579 0.89546 3.35400 0.06 -0.05 0.25 -0.8384
C -0.02092 1.39197 3.31254 -0.09 0.21 0.17 -0.5919
S 1.05507 0.47415 2.18684 0.09 -0.52 -0.14 -0.0780
C 1.80910 1.77883 1.19751 0.17 0.20 -0.10 -0.6953
C 0.87349 2.66592 0.38913 0.16 0.25 0.16 -0.8865
S -0.25987 1.81040 -0.73012 -0.04 -0.45 -0.19 0.0836
H -1.81981 3.60298 -0.62141 0.02 0.01 0.03 0.5685
H -2.55694 2.06454 -0.99513 0.01 -0.05 0.01 0.0927
H -3.29856 2.83600 1.22620 0.00 0.01 -0.04 0.5689
H -1.66051 3.05044 1.78007 0.01 -0.02 0.01 0.4827
H -1.50910 -0.10550 3.78835 0.00 -0.02 -0.05 0.4324
H -2.04821 1.53071 4.01383 0.02 0.05 -0.03 0.4588
H 0.41728 1.31886 4.30772 -0.03 -0.03 0.01 0.5085
H 0.02831 2.44308 3.03240 0.01 0.00 -0.03 0.3587
H 2.53796 1.27774 0.56150 -0.03 -0.02 -0.01 0.3928
H 2.40205 2.40008 1.87063 -0.04 0.03 0.01 0.5323
H 1.47260 3.34495 -0.21808 0.04 -0.01 0.01 0.5322
H 0.27838 3.29695 1.04648 -0.02 -0.02 0.00 0.4018
N 1.77640 -0.78223 -0.92739 -0.17 -0.14 0.31 -0.6206
H 2.60519 -0.83554 -0.34007 0.08 -0.02 -0.03 0.2881
H 1.89827 0.02665 -1.53033 0.04 0.01 -0.08 0.2921
H 1.80595 -1.59720 -1.53435 0.07 -0.04 -0.07 0.2771
Cl -3.11090 -1.78003 -0.16087 -0.25 -0.14 -0.14 -0.1086
C -2.66509 -0.93682 -1.66911 -0.26 -0.01 0.56 1.2892
C -3.53156 0.03572 -2.17635 0.16 -0.16 0.07 -1.1319
C -3.18106 0.63324 -3.36346 0.04 0.10 -0.16 -0.1862
C -1.99371 0.26120 -4.01498 -0.14 0.08 0.02 -0.7725
C -1.18128 -0.72133 -3.50068 0.11 -0.04 0.10 -0.6227
C -1.51736 -1.40559 -2.30818 0.34 -0.14 -0.05 0.6841
C -0.69091 -2.44342 -1.66701 0.03 -0.02 -0.03 -1.7252
H -4.45090 0.28205 -1.66085 0.02 -0.03 0.01 0.4903
H -3.83217 1.37958 -3.79965 0.03 -0.01 -0.02 0.4474
H -1.73386 0.73327 -4.95372 0.00 -0.01 0.02 0.4547
H -0.29355 -1.02813 -4.04100 -0.02 -0.02 -0.01 0.4767
H 0.14481 -2.75026 -2.29210 -0.02 -0.02 -0.06 0.5268
H -1.27244 -3.32122 -1.38722 0.00 -0.03 -0.01 0.3009

(4)
43
Properties=species:S:1:pos:R:3:forces:R:3:mulliken_charge:R:1 method="wB97M-V/def2-TZVPD" homo_lumo_gap_ev="7.060 / 5.446" total_energy_ha=-1689.17578 spin_multiplicity=2 charge=0
K -9.88898 -23.53999 -18.59185 0.49 0.51 0.24 0.8859
C -5.47304 -20.34644 -18.07490 1.27 3.75 2.83 -0.4970
C -5.19924 -19.50211 -16.87970 3.61 1.50 2.10 0.4428
C -5.66016 -20.07502 -15.42383 0.40 0.62 1.32 0.4127
O -5.20204 -19.58938 -14.35787 -0.97 -0.93 -3.03 -0.6361
C -6.60346 -21.17468 -15.46864 1.29 2.04 -0.22 -0.5756
C -7.14728 -21.60241 -16.66122 -1.98 -2.71 0.81 0.2214
C -6.47234 -21.27672 -17.96936 -0.55 -1.88 -4.21 0.7059
O -6.67793 -21.78881 -19.14777 -1.26 -0.16 3.00 -0.6556
O -8.12570 -22.43978 -16.59498 0.80 0.95 -1.58 -0.6978
O -4.34630 -18.55264 -16.81784 -3.07 -2.84 -1.13 -0.5567
H -5.01114 -20.02487 -18.99666 -0.03 -0.45 -0.14 0.4339
H -7.01164 -21.50775 -14.52586 -0.05 -0.20 -0.09 0.4032
C -9.78459 -19.74535 -20.25446 -0.18 0.12 0.39 -0.8362
O -10.41083 -21.03707 -20.28577 0.55 -0.40 -0.94 -0.2217
C -10.64137 -21.43933 -21.64887 -0.37 1.63 0.29 -0.5566
C -11.54680 -22.59686 -21.80644 1.37 -2.74 0.09 -0.6699
N -10.85914 -23.86124 -21.30004 -1.36 0.16 0.30 -0.0177
C -11.78451 -24.96235 -21.34388 -0.50 -1.85 1.86 -0.9543
C -11.25173 -26.29176 -20.67785 -0.05 0.39 -0.87 -0.7167
O -10.43367 -26.10112 -19.53448 -0.43 1.15 -0.09 -0.1142
C -10.05743 -27.28161 -18.87256 0.64 -0.71 -0.78 -0.9161
H -10.58649 -19.01186 -20.33840 0.17 0.30 0.07 0.3392
H -9.02616 -19.53759 -21.00925 -0.21 -0.54 -0.59 0.3537
H -9.20665 -19.60460 -19.34108 -0.53 -0.29 0.34 0.1993
H -9.69466 -21.53141 -22.18117 0.17 -0.44 0.07 0.3588
H -11.18049 -20.65693 -22.18299 0.06 0.68 0.05 0.4087
H -11.75655 -22.76893 -22.86214 -0.06 0.40 -0.31 0.3724
H -12.52366 -22.52802 -21.32778 0.25 0.25 0.39 0.3566
H -10.19013 -24.26530 -21.93977 0.90 1.21 -0.38 0.2301
H -12.11327 -25.20335 -22.35479 -0.04 -0.23 -0.26 0.3772
H -12.70047 -24.87760 -20.75913 -0.08 1.28 -0.07 0.3281
H -10.72553 -26.87921 -21.43025 0.31 -0.25 0.05 0.4658
H -12.17825 -26.80901 -20.42862 0.09 -0.49 0.21 0.3860
H -9.16668 -27.12750 -18.26353 -0.37 0.54 0.37 0.2671
H -9.67540 -27.97784 -19.61917 -0.28 -0.44 -0.16 0.3453
H -10.87059 -27.74609 -18.31477 -0.05 0.08 0.10 0.3008
C -13.29040 -24.43285 -17.77055 -0.47 -1.02 0.64 -0.5110
O -12.21876 -23.80329 -17.10402 0.32 0.69 -0.34 -0.4195
H -13.49693 -24.03057 -18.76233 0.45 0.24 0.15 0.1408
H -13.05499 -25.49563 -17.82689 -0.12 -0.22 -0.50 0.2101
H -14.21223 -24.37744 -17.19155 -0.14 0.26 -0.01 0.3595
H -12.25159 -24.02804 -16.17127 -0.01 0.03 0.03 0.2471

(5)
50
Properties=species:S:1:pos:R:3:forces:R:3:mulliken_charge:R:1 method="wB97M-V/def2-TZVPD" homo_lumo_gap_ev=5.254 relative_energy_kj_mol=74.5 total_energy_ha=-2159.81152 charge=-1
Mg -0.76605 -2.43832 1.45113 1.28 -0.94 0.24 2.0560
S -3.07990 -3.40590 1.27696 -1.31 -0.83 -0.12 1.3749
O -1.88892 -3.64233 0.38155 -0.09 -0.56 -0.57 -0.6376
O -4.21708 -2.86387 0.52077 0.49 0.28 0.14 -0.7553
O -3.46726 -4.62046 1.99346 0.31 0.36 -0.03 -0.7599
O -2.48444 -2.36988 2.21866 -1.21 0.40 0.75 -0.7469
C 1.54392 -4.32213 2.51709 -0.45 0.29 -0.51 -0.7960
O 0.48875 -3.45727 2.51122 0.09 0.59 -0.02 -0.8439
H 1.49416 -5.02965 3.36354 0.17 -0.02 0.06 0.2403
H 1.58069 -4.94414 1.59538 0.12 -0.06 0.11 0.2109
H 2.52333 -3.79382 2.56364 0.11 -0.16 0.13 0.1908
C 0.43822 3.80449 1.21767 -0.26 0.42 0.04 -1.4408
C 0.87419 2.68669 2.11654 -0.38 -0.09 0.41 0.5015
C 0.08958 2.59075 3.43515 -0.09 -0.05 -0.07 -0.5652
O -0.20018 1.19944 3.56073 0.13 0.04 0.02 -0.3620
C 0.04469 0.57505 2.39430 -0.08 0.15 -0.15 0.2305
O -0.16963 -0.57041 2.18777 0.20 0.36 0.04 -0.5157
O 0.56467 1.44097 1.48702 0.26 -0.25 0.21 -0.0055
H 0.91278 3.72147 0.24173 0.06 0.10 0.00 0.2757
H 0.66918 4.77220 1.67183 0.20 -0.05 -0.10 0.4212
H -0.64479 3.78519 1.08600 0.01 -0.19 -0.09 0.3218
H 1.94450 2.73850 2.33181 0.06 -0.16 -0.19 0.2548
H -0.85223 3.14280 3.39826 0.00 -0.02 -0.06 0.3112
H 0.65501 2.90988 4.30728 0.06 -0.02 -0.01 0.3064
C 3.39987 0.96915 -0.97390 0.16 -0.02 -0.09 -1.2519
C 2.61416 -0.03593 -1.78158 0.21 -0.04 0.12 0.4544
C 3.35217 -1.37719 -1.96577 0.09 0.35 -0.08 -0.5638
O 2.48350 -2.34896 -1.40906 0.06 -0.02 -0.03 -0.4075
C 1.43158 -1.75096 -0.81797 0.11 0.57 -0.42 0.2029
O 0.59187 -2.30857 -0.21257 0.03 -0.30 0.17 -0.1616
O 1.44652 -0.40671 -1.05135 -0.03 -0.27 -0.07 0.0044
H 3.70932 0.49039 -0.04404 0.01 0.20 0.10 0.3921
H 2.80419 1.85643 -0.76668 -0.08 -0.05 0.11 0.0941
H 4.28768 1.28921 -1.52534 0.02 -0.08 0.02 0.4281
H 2.32534 0.39940 -2.74031 -0.21 -0.11 0.01 0.2580
H 4.29692 -1.38474 -1.41914 -0.01 -0.06 0.02 0.2934
H 3.54633 -1.59833 -3.01334 -0.07 -0.16 0.00 0.3179
C -3.57275 1.22459 -3.71391 -0.33 0.00 -0.11 -1.5746
C -2.28119 0.98441 -2.98215 0.35 0.53 -0.13 0.5957
C -1.91339 2.03180 -1.90270 -0.16 -0.70 0.15 -0.4765
O -1.70435 1.25467 -0.72556 -0.12 -0.09 -0.14 -0.2282
C -1.91513 -0.07479 -0.98636 -0.09 0.30 -0.27 0.2484
O -1.75915 -0.94215 -0.21316 0.12 0.20 0.12 -0.4231
O -2.32202 -0.23844 -2.27361 0.17 -0.04 0.16 -0.3548
H -4.42497 1.30100 -3.03654 0.10 0.05 0.09 0.3665
H -3.77851 0.39969 -4.39583 0.07 -0.01 0.00 0.3585
H -3.49755 2.14001 -4.30630 -0.03 0.01 0.05 0.3875
H -1.47071 0.95982 -3.72109 -0.01 -0.31 0.10 0.2041
H -2.73165 2.72941 -1.72237 0.12 0.16 -0.02 0.2973
H -0.97126 2.52753 -2.12887 -0.14 0.29 -0.07 0.2711